<1>
Molecular formula: C4H9N3
Method: DFT, ωB97M-V with the def2-TZVPD basis set

The multiplicity is 1. The value obtained for the frontier orbital gap is 8.74 eV. For the HOMO energy, the calculation gives -7.8 eV.

```
16
Properties=species:S:1:pos:R:3:mulliken_charge:R:1
C 0.85655 0.25290 0.40185 -0.1774
C -2.34419 -0.12899 -1.44317 -1.2249
C -1.59535 0.31844 -0.11353 -0.2053
C -0.28540 -0.31157 -0.01518 -0.7015
N 2.00321 -0.42732 0.46978 -0.2688
N 3.08145 0.17039 1.34703 0.3212
N 3.02944 1.31294 1.69430 -0.6310
H 0.91964 1.16491 0.78089 0.6564
H -3.07247 0.74025 -1.80420 0.2767
H -2.87689 -1.02357 -1.31476 0.3204
H -1.63760 -0.26489 -2.14543 0.4431
H -2.22185 0.05986 0.77009 0.2275
H -1.45145 1.40453 -0.02073 0.3086
H -0.09783 -1.29730 -0.45580 0.1525
H 1.89146 -1.41947 0.28370 0.2730
H 3.80129 -0.55110 1.56515 0.2297
```

***

<2>
Molecular formula: C4H9N3
Method: DFT, ωB97M-V with the def2-TZVPD basis set

The multiplicity is 1. Its structure (SMILES) is N#CNN.C=CC. The value obtained for the frontier orbital gap is 9.98 eV. For the HOMO energy, the calculation gives -9.2 eV.

```
16
Properties=species:S:1:pos:R:3:mulliken_charge:R:1
N 0.31936 -1.36998 0.38922 -0.3640
C 1.05927 -0.65022 0.91392 0.2970
N 2.27655 -0.21684 1.33937 -0.2073
N 3.40160 -1.07960 1.37088 -0.5164
H 2.26381 0.32622 2.19715 0.2731
H 3.18793 -2.00374 1.74400 0.2591
H 3.77037 -1.20829 0.43233 0.2554
C -0.94883 1.76572 -0.57542 -0.6970
C -2.06584 1.02210 -0.59977 -0.0034
C -2.28049 -0.31520 -1.23480 -0.8512
H -1.01051 2.84092 -0.50502 0.2527
H 0.02893 1.31954 -0.65089 0.2212
H -2.99602 1.58804 -0.63485 0.2667
H -3.05433 -0.85519 -0.68747 0.2555
H -2.60608 -0.29555 -2.27470 0.2716
H -1.34571 -0.86794 -1.22395 0.2870
```

***

<3>
Molecular formula: C4H9N3
Method: DFT, ωB97M-V with the def2-TZVPD basis set

The multiplicity is 1. The value obtained for the frontier orbital gap (spin up / spin down) is 8.50 / 7.94 eV. For the HOMO energy (spin up / spin down), the calculation gives -7.9 / -7.5 eV.

```
16
Properties=species:S:1:pos:R:3:mulliken_charge:R:1
C 1.13077 1.30474 -0.80038 -0.4300
C 0.43717 1.42355 0.58910 -0.1160
C 1.72745 0.76243 0.45084 -0.4305
C -1.39899 -1.21018 -0.77441 -0.7689
N -0.73951 0.53506 0.78616 -0.4912
N 0.16156 -1.50903 1.13424 -0.7520
N -0.74717 -0.80919 0.39317 0.5089
H 0.74477 0.63091 -1.51534 0.1566
H 1.76222 2.17929 -1.33107 0.1991
H 0.11751 2.45511 0.97217 0.3658
H 2.40839 0.15785 0.96531 0.4187
H -2.02698 -0.33960 -1.12767 0.3295
H -0.60660 -1.55984 -1.61039 0.2443
H -2.23429 -2.03253 -0.62227 0.2719
H -0.96367 0.40502 1.82978 0.2823
H 0.22737 -2.39360 0.66075 0.2116
```

***

Energies relative to the most stable structure, in hartree: <1> 0.0545; <2> 0.0000; <3> 0.1572.

***

<1>
Molecular formula: C6H12NS
Method: DFT, ωB97M-V with the def2-TZVPD basis set

The multiplicity is 1. Its structure (SMILES) is CCC(=[NH2+])C/C=C\S. The value obtained for the frontier orbital gap is 8.67 eV. For the HOMO energy, the calculation gives -13.2 eV. The total charge is +1.

```
20
Properties=species:S:1:pos:R:3:mulliken_charge:R:1
C -1.75431 0.73089 -1.18972 -1.0334
C -0.23696 1.12813 -0.69606 -0.5475
C 0.10055 0.06284 0.22832 0.2881
N -0.24484 0.22635 1.46976 -0.2561
C 0.79180 -1.22539 -0.01523 -0.6992
C 2.09711 -1.26822 0.68962 -0.8766
C 3.07032 -0.40652 0.54131 -0.0547
S 2.72893 0.99512 -0.65897 -0.1942
H -2.54082 1.14369 -0.52879 0.3225
H -1.84547 -0.35295 -1.21612 0.3564
H -1.82443 1.19589 -2.20970 0.3380
H -0.30458 2.13518 -0.28724 0.4788
H 0.37977 1.12626 -1.56621 0.3536
H -0.53157 0.95750 2.07107 0.2543
H 0.35507 -0.37297 2.14664 0.3313
H 0.97488 -1.45086 -1.09982 0.2913
H 0.08588 -1.92415 0.38183 0.4521
H 2.43770 -2.11406 1.25414 0.4690
H 4.00300 -0.14375 0.92879 0.5649
H 3.26962 0.25994 -1.41329 0.1615
```

***

<2>
Molecular formula: C6H12NS
Method: DFT, ωB97M-V with the def2-TZVPD basis set

The multiplicity is 1. The value obtained for the frontier orbital gap is 7.50 eV. For the HOMO energy, the calculation gives -13.0 eV. The total charge is +1.

```
20
Properties=species:S:1:pos:R:3:mulliken_charge:R:1
C -0.65761 1.75527 0.04856 -0.1731
C -1.96111 1.66574 0.46864 -0.4429
C -1.75958 -0.90636 0.14957 0.1096
C -1.96699 -2.19366 -0.54297 -0.9879
C 2.26095 0.98478 0.61765 -1.1484
C 1.37562 0.36401 -0.54845 -0.6450
N -0.08077 0.61721 -0.68330 -0.2285
S -2.93071 0.25411 0.05950 0.0242
H 0.07696 2.47130 0.32443 0.4694
H -2.36571 2.60451 0.88020 0.3981
H -1.03317 -0.87692 0.85056 0.4967
H -1.28444 -2.17311 -1.42043 0.2972
H -3.00309 -2.16466 -0.75927 0.3959
H -1.64459 -3.03163 0.03943 0.3311
H 3.17255 0.29062 0.79558 0.2786
H 2.55653 1.81115 0.05616 0.4038
H 1.81418 1.24324 1.53867 0.3954
H 1.49713 -0.63231 -0.69238 0.4620
H 1.86310 0.89961 -1.50542 0.3124
H -0.15232 0.69015 -1.68141 0.2513
```

***

<3>
Molecular formula: C6H12NS
Method: DFT, ωB97M-V with the def2-TZVPD basis set

The multiplicity is 1. Its structure (SMILES) is [NH3+]C1(C2(S)CC2)CC1. The value obtained for the frontier orbital gap is 8.93 eV. For the HOMO energy, the calculation gives -12.5 eV. The total charge is +1.

```
20
Properties=species:S:1:pos:R:3:mulliken_charge:R:1
N 0.51626 -1.62749 1.10634 -0.2494
C 0.51180 -0.40600 0.21586 0.7057
C -0.87426 0.09367 -0.03614 0.1145
S -2.40630 -0.87590 0.35875 -0.2322
C -1.09445 1.74053 0.45701 -0.4879
C -1.01069 1.30448 -0.93099 -0.7806
C 1.43997 -0.63742 -1.06777 -0.8724
C 1.76029 0.32221 0.05810 -0.9269
H 0.94068 -1.26457 1.94069 0.4053
H 1.10966 -2.49496 0.79678 0.3961
H -0.52022 -1.92754 1.45220 0.3606
H -3.00124 -0.77738 -0.80610 0.1855
H -0.35469 2.29895 1.17119 0.2244
H -2.15132 1.87474 0.82562 0.2808
H -2.06037 1.29338 -1.43453 0.2565
H -0.18255 1.46308 -1.56008 0.3291
H 1.07074 -0.27700 -1.96717 0.2291
H 2.01421 -1.45959 -1.16095 0.3540
H 2.46512 0.02149 0.67943 0.3917
H 1.82735 1.33532 -0.09825 0.3159
```

***

Energies relative to the most stable structure, in hartree: <1> 0.0000; <2> 0.0377; <3> 0.0413.

***

<1>
Molecular formula: C12H36InO16P4
Method: DFT, ωB97M-V with the def2-TZVPD basis set

The multiplicity is 1. The value obtained for the frontier orbital gap is 5.43 eV. For the HOMO energy, the calculation gives -17.8 eV. The total charge is +3.

```
69
Properties=species:S:1:pos:R:3:mulliken_charge:R:1
In 0.84278 0.20247 0.77788 2.4733
C -3.14303 -0.34936 2.95650 -1.0000
O -3.38572 -0.62819 1.50052 -0.3724
P -2.47649 -0.01583 0.27163 0.4020
O -1.01307 -0.15853 0.44152 0.4385
O -2.90870 1.57486 0.07732 -0.1706
C -4.18012 2.13074 -0.32876 -0.6731
O -3.11548 -0.75713 -0.98173 -0.3761
C -2.42522 -0.67714 -2.29552 -0.4824
H -2.99487 -1.28533 3.49513 0.6331
H -4.05060 0.15384 3.28997 0.4400
H -2.32686 0.34909 3.14125 0.4091
H -4.06657 2.35957 -1.38839 0.1183
H -4.42949 3.05639 0.18999 0.4121
H -4.99410 1.40711 -0.37222 0.3575
H -1.35723 -0.74643 -2.08888 0.0021
H -2.74354 0.25982 -2.75254 0.4857
H -2.79127 -1.53050 -2.86638 0.3438
C 1.88225 2.21291 -2.46011 0.1826
O 0.41510 2.58299 -2.52256 -0.3981
P -0.58703 1.45026 -1.95275 0.2681
O -0.02551 0.65301 -0.85795 0.7923
O -1.18128 0.74630 -3.32282 -0.4157
C -0.32990 -0.04206 -4.15674 -0.2098
O -1.88324 2.37993 -1.46053 -0.3222
C -2.39280 3.44583 -2.21170 -0.7755
H 2.37822 2.53396 -3.37610 0.4190
H 2.13594 1.21233 -2.10999 -0.7087
H 2.20283 2.95468 -1.72861 0.3177
H -0.36532 0.39015 -5.15676 0.3070
H -0.79438 -1.02474 -4.07486 0.3243
H 0.70054 -0.00536 -3.80329 -0.2165
H -3.48150 3.43296 -2.16006 0.3839
H -2.02913 3.53814 -3.23508 0.3411
H -2.15558 4.35616 -1.66111 0.2920
C 3.16654 -0.95263 -3.39028 -0.6130
O 3.89032 -0.00881 -2.60587 -0.3108
P 3.77160 0.18204 -1.01258 0.0610
O 2.32338 0.22845 -0.58842 -0.7011
O 4.60485 -1.15078 -0.52553 -0.3068
C 3.85241 -2.36227 -0.32851 -0.5221
O 4.74738 1.41073 -0.59670 -0.3048
C 4.58438 1.99518 0.64506 -0.5604
H 2.73249 -0.70724 -4.35954 0.3345
H 2.36976 -1.32223 -2.74479 0.2658
H 3.79821 -1.79769 -3.66407 0.3514
H 4.12534 -2.98399 -1.18119 0.3050
H 2.76296 -2.33598 -0.30605 0.1748
H 4.27837 -2.89184 0.52367 0.2804
H 5.60924 2.25134 0.91364 0.3238
H 4.12768 1.27809 1.32719 0.2173
H 3.93869 2.86869 0.55474 0.2593
C -1.81670 -3.19960 1.74480 -0.4547
O -1.79076 -2.51547 3.00439 -0.2596
P -0.79319 -1.29561 3.39929 0.3176
O -0.29486 -0.44629 2.30200 -0.2996
O -1.61223 -0.53657 4.52802 -0.3567
C -0.81064 0.23515 5.46482 -0.7001
O 0.34002 -1.97522 4.27086 -0.3181
C 1.42414 -2.71898 3.67753 -0.5436
H -2.81847 -3.61089 1.62068 0.2924
H -1.03123 -3.94420 1.87411 0.3148
H -1.65789 -2.56549 0.87258 0.0789
H -0.03745 0.73890 4.88473 0.2990
H -0.40927 -0.34739 6.29406 0.3078
H -1.40011 1.03083 5.92036 0.3163
H 1.48609 -2.59557 2.59631 0.1610
H 1.27713 -3.77208 3.91726 0.2923
H 2.33190 -2.34548 4.15141 0.2756
```

***

<2>
Molecular formula: C12H36InO16P4
Method: DFT, ωB97M-V with the def2-TZVPD basis set

The multiplicity is 1. The value obtained for the frontier orbital gap is 2.79 eV. For the HOMO energy, the calculation gives -18.4 eV. The total charge is +3.

```
69
Properties=species:S:1:pos:R:3:mulliken_charge:R:1
In 1.25863 0.61884 0.50577 2.1370
C -3.63835 -0.15455 2.33488 -0.6253
O -2.83077 -0.45520 3.46154 -0.1990
P -1.41710 -1.15131 3.35346 0.4005
O -0.49789 -0.53683 2.38187 0.1235
O -1.69012 -2.69467 3.23305 -0.2698
C -1.67067 -3.36904 1.96902 -0.6332
O -1.00037 -1.14661 4.86515 -0.3361
C -0.14964 -0.15317 5.42374 -0.5303
H -3.06403 -0.15902 1.40772 0.3069
H -4.09129 0.84154 2.38638 0.2263
H -4.50585 -0.82298 2.31948 0.3196
H -1.99737 -2.77299 1.10841 0.2474
H -2.40517 -4.16237 2.07927 0.3973
H -0.67084 -3.72776 1.72051 0.2444
H 0.24406 0.54691 4.68760 0.1564
H 0.72970 -0.61259 5.88880 0.2766
H -0.65664 0.32184 6.26615 0.3061
C 1.08441 -3.03699 -3.18314 -0.5512
O 1.99692 -3.61598 -2.24341 -0.2439
P 1.72704 -3.48004 -0.70597 0.2669
O 1.69400 -2.07048 -0.25289 -0.2019
O 2.89224 -4.24836 -0.00081 -0.3014
C 3.26089 -5.58428 -0.30967 -0.6790
O 0.41343 -4.26159 -0.34946 0.0704
C -0.04271 -5.50477 -0.93422 -0.9366
H 1.39903 -3.09527 -4.21791 0.3307
H 0.91573 -1.97330 -2.97338 0.0992
H 0.10683 -3.49577 -3.01174 0.3261
H 4.15814 -5.68670 -0.92789 0.3094
H 2.51988 -6.27180 -0.71377 0.2777
H 3.61707 -6.03983 0.61841 0.3098
H -1.07232 -5.31827 -1.22959 0.2955
H -0.00935 -6.28701 -0.17818 0.3063
H 0.52654 -5.87254 -1.78674 0.4768
C 4.83631 1.51655 -3.35054 -0.6189
O 3.69261 0.85300 -3.91471 -0.2954
P 2.24146 1.16260 -3.45725 0.4821
O 1.99268 0.90803 -2.00656 -0.2516
O 2.05853 2.66979 -3.89583 -0.3342
C 0.90673 3.44407 -3.50084 -0.6753
O 1.45667 0.34926 -4.52886 -0.1884
C 0.04239 0.36572 -4.72698 -0.7085
H 5.71946 0.96226 -3.64787 0.2573
H 4.77672 1.54043 -2.26074 0.2673
H 4.90959 2.53816 -3.72242 0.2995
H 0.06919 2.84917 -3.14422 0.2841
H 0.63320 4.03888 -4.37125 0.2969
H 1.24750 4.18550 -2.77625 0.2903
H -0.58848 0.46227 -3.83699 0.3217
H -0.29875 -0.55064 -5.19998 0.2854
H -0.16870 1.22380 -5.36475 0.3206
C 0.11619 5.04590 1.67219 -0.5657
O -1.28562 4.66515 1.82976 -0.3208
P -1.80139 3.18958 1.69310 0.6521
O -0.73669 2.14436 1.64227 -0.1020
O -2.90264 3.03622 2.80464 -0.2552
C -2.44557 3.07899 4.18564 -0.6591
O -2.64211 3.18666 0.38588 -0.3287
C -3.19610 4.31005 -0.32558 -0.6827
H 0.35271 5.69433 2.50530 0.2993
H 0.20218 5.44743 0.66647 0.2801
H 0.74082 4.15300 1.70584 0.1866
H -1.49664 2.54550 4.27252 0.2672
H -3.16790 2.57860 4.82372 0.2710
H -2.35659 4.12288 4.48481 0.3426
H -2.97062 4.18999 -1.38473 0.2349
H -2.78833 5.24694 0.03867 0.3488
H -4.28293 4.27848 -0.28694 0.2951
```

***

Energies relative to the most stable structure, in hartree: <1> 0.2727; <2> 0.0000.

***

<1>
Molecular formula: C5H14NO2
Method: DFT, ωB97M-V with the def2-TZVPD basis set

The multiplicity is 1. The value obtained for the frontier orbital gap is 8.89 eV. For the HOMO energy, the calculation gives -14.0 eV. The total charge is +1.

```
22
Properties=species:S:1:pos:R:3:mulliken_charge:R:1
C 0.44101 2.51634 -1.43246 -1.0383
C -0.23353 1.73611 -0.35939 -0.4671
C -0.38838 0.32512 -0.72877 0.3895
C -1.27929 -0.15454 -1.53584 -0.7503
C 1.29835 -0.28612 0.88661 -0.1978
N 0.62960 -0.52091 -0.22939 0.0336
H 0.34840 1.81084 -2.31872 0.3093
H 0.08085 3.51460 -1.67930 0.3309
H 1.43835 2.65169 -1.06584 0.2979
H 0.17667 1.82109 0.62961 0.2354
H -1.22593 2.32977 -0.04155 0.2707
H -1.86440 0.65607 -1.90557 0.2860
H -1.41983 -1.17537 -1.82136 0.4014
H 1.69869 -1.23703 1.27372 0.3147
H 1.18027 0.65156 1.38162 0.2189
H 0.92156 -1.32334 -0.79592 0.3200
H -1.70945 1.58252 3.30294 0.3376
H -1.25331 0.15631 3.81621 0.3130
O -0.96858 0.84984 3.18409 -0.6255
H 1.43983 -4.17568 -0.77644 0.3445
H 0.36156 -4.48628 0.16658 0.3433
O 0.51740 -3.84382 -0.62673 -0.6680
```

***

<2>
Molecular formula: C5H14NO2
Method: DFT, ωB97M-V with the def2-TZVPD basis set

The multiplicity is 1. Its structure (SMILES) is [NH3+][C@@H](CO)CCCO. The value obtained for the frontier orbital gap is 11.47 eV. For the HOMO energy, the calculation gives -14.6 eV. The total charge is +1.

```
22
Properties=species:S:1:pos:R:3:mulliken_charge:R:1
N -0.83967 0.08541 1.29221 -0.1541
C 0.36015 0.44104 0.47905 0.1991
C 1.32564 1.45071 1.13261 -0.6356
O 0.56669 2.65400 1.12626 -0.5227
C 1.12468 -0.70484 -0.10719 -0.9580
C 0.28590 -1.71333 -0.85843 -0.7305
C -0.66743 -1.20544 -1.96995 -0.5437
O -1.90839 -1.06780 -1.25190 -0.5429
H -1.57836 -0.09224 0.59813 0.3053
H -1.14204 0.67262 2.07230 0.3963
H -0.68217 -0.82489 1.76852 0.3996
H -0.08811 0.99609 -0.40288 0.1114
H 1.55752 1.13377 2.17163 0.3575
H 2.22554 1.44379 0.48569 0.3435
H 1.07246 3.36085 1.56226 0.3379
H 1.83742 -1.22219 0.54576 0.4849
H 1.86817 -0.37169 -0.86840 0.4033
H 0.95407 -2.52500 -1.15044 0.4443
H -0.46802 -2.16364 -0.19972 0.3287
H -0.90290 -1.95104 -2.74442 0.3560
H -0.28522 -0.25515 -2.46198 0.3278
H -2.57239 -0.76204 -1.88311 0.2920
```

***

<3>
Molecular formula: C5H14NO2
Method: DFT, ωB97M-V with the def2-TZVPD basis set

The multiplicity is 1. The value obtained for the frontier orbital gap is 9.77 eV. For the HOMO energy, the calculation gives -14.2 eV. The total charge is +1.

```
22
Properties=species:S:1:pos:R:3:mulliken_charge:R:1
C 2.05559 0.24917 0.11845 -1.0496
C 1.30840 1.51372 0.32255 -0.3964
C -0.10326 1.36128 -0.20878 0.0530
C -0.83325 2.13573 -1.03647 -0.8144
C -1.31480 0.02961 1.47547 -0.1119
N -0.88013 0.24296 0.29756 0.2689
H 2.78750 0.25341 -0.71864 0.3030
H 2.79792 0.12169 0.97135 0.3025
H 1.51168 -0.67804 0.11077 0.3490
H 1.13892 1.96047 1.32335 0.2818
H 1.80962 2.40425 -0.14912 0.3992
H -0.49200 2.99845 -1.56728 0.3471
H -1.91861 1.99043 -1.06770 0.2808
H -1.67296 -0.88177 1.90559 0.2982
H -1.09993 0.83334 2.16626 0.2720
H -0.98952 -0.46462 -0.46646 0.2401
H -0.71551 -3.49854 0.43156 0.3120
H -0.05240 -4.02786 1.70175 0.3166
O -0.49205 -3.24533 1.34688 -0.6167
H -1.39067 -1.71318 -2.64022 0.2988
H -0.42679 -0.46301 -2.33954 0.2977
O -1.02773 -1.12216 -1.97731 -0.6320
```

***

Energies relative to the most stable structure, in hartree: <1> 0.0757; <2> 0.0000; <3> 0.0376.